The following is a DFT calculation (wB97M-V/def2-TZVPD) of a structure of composition C32H38N2OP2S4Sn in a non-equilibrium geometry.

For the maximum force, the calculation gives 3.3 eV/Å. Its highest occupied orbital energy is -6.3 eV. Its calculated total energy is -106576.9057 eV. The energy above the lowest of the compared OMol25 structures with the same formula, charge and spin is 6.0 kJ/mol. The HOMO-LUMO gap is 6.60 eV.

Each line ends with the Löwdin charge.
CARTESIAN COORDINATES (ANGSTROEM)
Sn 1.531 -0.990 -1.024  0.881
S 2.053 2.787 -1.726  0.241
P 0.144 2.315 -1.300  0.385
C -0.007 0.671 -0.754  -0.756
P -1.311 -0.422 -0.408  0.364
S -1.042 -2.106 -1.536  0.192
C -1.100 -0.980 1.302  -0.393
C -0.270 -0.294 2.243  -0.074
C -0.204 -0.743 3.581  -0.067
C -1.149 -1.729 4.002  -0.087
C -1.824 -2.510 3.051  -0.077
C -1.693 -2.165 1.676  -0.132
C -3.008 0.128 -0.419  -0.316
C -3.649 0.398 -1.635  -0.103
C -4.984 0.701 -1.677  -0.111
C -5.751 0.818 -0.559  -0.075
C -5.129 0.479 0.677  -0.063
C -3.752 0.243 0.776  -0.064
C -0.529 3.640 -0.307  -0.384
C -0.562 4.866 -0.971  -0.117
C -1.461 5.843 -0.516  -0.066
C -2.185 5.624 0.682  -0.094
C -1.948 4.484 1.391  -0.092
C -1.202 3.422 0.866  -0.074
C -0.847 2.531 -2.835  -0.339
C -0.261 2.001 -3.945  -0.123
C -0.927 1.989 -5.183  -0.064
C -2.269 2.364 -5.255  -0.080
C -2.894 2.830 -4.083  -0.099
C -2.179 2.987 -2.899  -0.089
H 0.302 0.544 1.882  0.069
H 0.632 -0.469 4.222  0.097
H -1.161 -2.056 5.041  0.094
H -2.510 -3.296 3.353  0.099
H -2.206 -2.800 0.958  0.084
H -3.080 0.297 -2.548  0.102
H -5.432 0.778 -2.683  0.117
H -6.822 0.938 -0.601  0.099
H -5.754 0.272 1.557  0.104
H -3.341 0.049 1.714  0.077
H -0.019 5.028 -1.862  0.085
H -1.640 6.741 -1.172  0.119
H -2.795 6.468 0.986  0.100
H -2.300 4.350 2.409  0.103
H -1.086 2.496 1.351  0.073
H 0.752 1.584 -3.865  0.081
H -0.362 1.744 -6.061  0.094
H -2.897 2.375 -6.099  0.081
H -4.007 2.970 -4.064  0.115
H -2.615 3.531 -2.088  0.099
C 3.559 2.904 1.833  -0.046
N 3.392 1.646 1.071  -0.047
C 4.204 0.557 1.027  -0.765
S 4.039 -0.684 -0.123  0.560
N 5.161 0.462 1.983  -0.055
C 6.001 -0.694 2.118  -0.146
H 2.968 3.630 1.324  0.066
H 4.557 3.235 1.848  0.066
H 3.198 2.742 2.845  0.083
H 2.681 1.648 0.350  -0.022
H 5.263 1.163 2.732  0.143
H 6.575 -0.865 1.211  0.067
H 5.488 -1.663 2.216  0.077
H 6.679 -0.585 2.947  0.079
C 0.673 -5.639 2.455  -0.130
C 0.793 -5.453 0.929  -0.380
S 2.250 -4.573 0.313  0.969
O 1.747 -3.102 0.009  -0.794
C 2.480 -5.308 -1.280  -0.454
C 3.845 -5.150 -1.829  -0.164
H -0.384 -5.676 2.757  0.074
H 1.050 -4.815 3.057  0.067
H 1.155 -6.573 2.776  0.072
H -0.045 -4.834 0.540  0.092
H 0.782 -6.438 0.449  0.081
H 1.730 -4.839 -1.968  0.121
H 2.305 -6.416 -1.204  0.108
H 4.195 -4.109 -1.941  0.084
H 3.861 -5.562 -2.873  0.098
H 4.550 -5.736 -1.218  0.080